{
  "formula": "C3H8N2OS",
  "method": "ωB97M-V with the def2-TZVPD basis set",
  "homo_ha": [-0.2492, -0.3462],
  "molar_mass_g_mol": 120.2,
  "gap_ev": [7.667, 8.722],
  "e_tot_ev": -19097.4189,
  "de_lowest_kj_mol": 278.3,
  "fmax_ev_per_a": 4.07,
  "multiplicity": 3,
  "elements": ["C", "C", "C", "N", "N", "O", "S", "H", "H", "H", "H", "H", "H", "H", "H"],
  "xyz": [[-1.775, 0.097, -0.403], [-1.737, 0.553, 1.034], [-0.540, -0.740, -0.681], [1.873, -0.773, 0.244], [3.105, -0.333, 0.135], [1.045, 1.426, -0.552], [0.636, 0.277, 0.197], [-2.647, -0.430, -0.437], [-1.920, 1.046, -0.913], [-2.139, 1.478, 1.171], [-1.796, -0.102, 1.888], [-0.637, -1.807, -0.397], [-0.385, -0.892, -1.690], [3.886, -0.353, 0.726], [3.030, 0.553, -0.323]]
}